No. 1
Density functional theory data (ωB97M-V/def2-TZVPD) for C23H34N4O2 in the gas phase.

Atoms and positions in Å:
C 1.860 -2.813 1.799
C 2.194 -1.688 0.869
C 2.548 -0.437 1.360
C 2.788 0.619 0.504
C 2.692 0.457 -0.875
C 2.779 1.683 -1.767
C 1.450 2.305 -1.493
N 1.231 3.423 -0.865
O -0.124 3.465 -0.669
C -0.622 2.344 -1.205
C -2.017 1.907 -0.924
N -2.034 1.065 0.264
C -1.649 1.772 1.468
C -1.345 -0.209 0.095
C -2.292 -1.279 -0.445
C -3.359 -1.632 0.594
N -2.739 -2.161 1.799
C -2.420 -3.578 1.745
C -3.645 -4.472 1.986
O -4.282 -4.154 3.205
C -4.663 -2.794 3.238
C -3.447 -1.881 3.036
N 0.301 1.606 -1.741
C 2.924 1.400 -3.269
C 3.469 2.715 -3.812
C 4.528 3.094 -2.780
C 3.944 2.641 -1.433
C 2.353 -0.795 -1.368
C 2.115 -1.851 -0.507
H 2.049 -3.776 1.330
H 2.440 -2.746 2.717
H 0.802 -2.768 2.063
H 2.617 -0.284 2.428
H 3.030 1.591 0.910
H -2.390 1.328 -1.769
H -2.658 2.774 -0.753
H -1.893 1.146 2.325
H -2.221 2.697 1.538
H -0.580 2.020 1.518
H -0.474 -0.116 -0.568
H -0.992 -0.543 1.071
H -1.706 -2.161 -0.702
H -2.786 -0.926 -1.351
H -4.088 -2.325 0.148
H -3.882 -0.711 0.857
H -1.972 -3.814 0.779
H -1.684 -3.779 2.531
H -3.350 -5.520 2.063
H -4.361 -4.365 1.155
H -5.116 -2.631 4.217
H -5.414 -2.597 2.456
H -3.756 -0.834 3.047
H -2.744 -2.050 3.859
H 1.976 1.110 -3.720
H 3.657 0.606 -3.423
H 3.877 2.618 -4.818
H 2.676 3.466 -3.829
H 4.751 4.160 -2.789
H 5.451 2.553 -2.990
H 3.566 3.489 -0.864
H 4.696 2.128 -0.834
H 2.249 -0.951 -2.430
H 1.845 -2.816 -0.914

The structure (SMILES) is Cc1ccc(C2(c3noc(CN(C)CCCN4CCOCC4)n3)CCCC2)cc1. The highest occupied orbital energy is -8.14 eV. Its energy above the lowest of the compared OMol25 structures with the same formula, charge and spin is 3.382 eV.

Calculated atomic charges, method natural (NBO), unit e: -0.6301, -0.0103, -0.2153, -0.2223, 0.0833, -0.1511, 0.3485, -0.1776, -0.2842, 0.5123, -0.2699, -0.4386, -0.4102, -0.2528, -0.3927, -0.2300, -0.4611, -0.2487, -0.0896, -0.5288, -0.0897, -0.2399, -0.5247, -0.3964, -0.4002, -0.4021, -0.3982, -0.2236, -0.2068, 0.2147, 0.2163, 0.2214, 0.2087, 0.2173, 0.2275, 0.2195, 0.2035, 0.1980, 0.1740, 0.2202, 0.2174, 0.1990, 0.1985, 0.1705, 0.2101, 0.2024, 0.1966, 0.1946, 0.1572, 0.1938, 0.1579, 0.2014, 0.1954, 0.2283, 0.2086, 0.2129, 0.2013, 0.2131, 0.1985, 0.2335, 0.2168, 0.2162, 0.2060

=====

No. 2
Density functional theory data (ωB97M-V/def2-TZVPD) for 2 unconnected molecules or ions with the total composition CH6NO2.

Atoms and positions in Å:
O -0.758 0.224 2.706
H -0.472 0.156 1.729
N 0.056 0.342 0.116
C -0.234 0.019 -1.207
O 0.880 -0.646 -1.926
H 0.054 0.273 3.167
H 0.763 1.076 0.079
H -1.079 -0.674 -1.290
H -0.494 0.856 -1.882
H 1.425 -0.889 -1.180

The total charge is -1. The highest occupied orbital energy is -2.58 eV. Its energy above the lowest of the compared OMol25 structures with the same formula, charge and spin is 0.671 eV.

Calculated atomic charges, method natural (NBO), unit e: -1.0319, 0.5171, -1.1102, 0.0885, -0.8337, 0.4340, 0.2925, 0.1099, 0.0837, 0.4501

=====

No. 3
Density functional theory data (ωB97M-V/def2-TZVPD) for C2H5B in the gas phase.

Atoms and positions in Å:
B 1.041 -0.395 0.039
C 0.065 0.785 0.034
C -0.497 -0.631 0.063
H 2.100 -0.916 -0.073
H -0.043 1.651 0.721
H -0.005 1.109 -1.031
H -1.184 -0.956 -0.749
H -0.742 -0.974 1.145

The structure (SMILES) is B1CC1. The highest occupied orbital energy is -9.56 eV. Its energy above the lowest of the compared OMol25 structures with the same formula, charge and spin is 0.724 eV.

Calculated atomic charges, method natural (NBO), unit e: 0.5979, -0.7577, -0.7429, -0.0558, 0.2431, 0.2399, 0.2449, 0.2305

=====

No. 4
Density functional theory data (ωB97M-V/def2-TZVPD) for C23H25N5O3S2 in the gas phase.

Atoms and positions in Å:
C -6.226 -0.563 -1.687
C -5.000 -1.054 -0.923
N -4.154 0.035 -0.494
C -3.510 0.879 -1.475
C -2.684 0.141 -2.527
S -3.413 -0.144 0.973
O -4.368 -0.719 1.875
O -2.805 1.106 1.318
C -2.109 -1.358 0.722
C -2.363 -2.688 1.000
C -1.374 -3.630 0.770
C -0.148 -3.237 0.260
C 0.101 -1.894 -0.015
C 1.367 -1.460 -0.586
N 1.482 -0.656 -1.616
N 2.777 -0.472 -1.867
C 3.452 -1.150 -0.980
S 5.182 -1.127 -0.736
C 5.303 0.648 -0.214
C 4.080 1.003 0.527
N 3.724 0.586 1.707
C 2.468 1.076 1.895
C 2.092 1.782 0.780
C 0.865 2.450 0.399
C 0.590 2.667 -0.951
C -0.583 3.297 -1.321
C -1.484 3.717 -0.355
C -1.218 3.497 0.987
C -0.051 2.864 1.366
O 3.136 1.731 -0.087
N 2.606 -1.815 -0.136
C 2.980 -2.579 1.019
C -0.892 -0.946 0.222
H -6.747 0.189 -1.101
H -5.944 -0.130 -2.643
H -6.898 -1.397 -1.869
H -4.439 -1.776 -1.534
H -5.320 -1.549 -0.005
H -4.281 1.480 -1.970
H -2.874 1.552 -0.899
H -3.320 -0.457 -3.176
H -2.159 0.869 -3.139
H -1.944 -0.508 -2.065
H -3.324 -2.959 1.406
H -1.559 -4.672 0.981
H 0.610 -3.978 0.054
H 5.398 1.260 -1.108
H 6.193 0.701 0.409
H 1.925 0.873 2.793
H 1.289 2.319 -1.697
H -0.794 3.461 -2.368
H -2.397 4.215 -0.648
H -1.926 3.810 1.737
H 0.160 2.694 2.410
H 2.108 -2.709 1.659
H 3.754 -2.036 1.565
H 3.371 -3.554 0.722
H -0.711 0.101 0.035

The structure (SMILES) is CCN(CC)S(=O)(=O)c1cccc(-c2nnc(SCc3ncc(-c4ccccc4)o3)n2C)c1. The highest occupied orbital energy is -8.24 eV. Its energy above the lowest of the compared OMol25 structures with the same formula, charge and spin is 1.678 eV.

Calculated atomic charges, method natural (NBO), unit e: -0.6144, -0.2299, -0.6817, -0.2390, -0.6321, 2.3447, -0.9448, -0.9416, -0.3321, -0.1878, -0.2078, -0.1902, -0.0157, 0.2893, -0.2812, -0.2730, 0.1369, 0.2536, -0.5495, 0.4667, -0.4708, -0.1118, 0.2225, -0.0339, -0.2080, -0.2196, -0.2091, -0.1867, -0.1965, -0.3911, -0.3519, -0.4211, -0.1805, 0.2176, 0.2031, 0.2183, 0.1805, 0.2341, 0.1965, 0.2476, 0.2016, 0.2244, 0.2165, 0.2446, 0.2228, 0.2172, 0.2496, 0.2537, 0.2182, 0.2359, 0.2146, 0.2138, 0.2227, 0.2133, 0.2245, 0.2504, 0.2086, 0.2581

=====

No. 5
Density functional theory data (ωB97M-V/def2-TZVPD) for a molecular structure, C13H8NO5PtS.

Atoms and positions in Å:
Pt -1.078 0.008 -0.038
O 0.902 -4.739 3.523
C 0.512 -3.766 2.658
C -0.604 -3.897 1.836
C -0.942 -2.850 0.996
N -0.223 -1.736 0.949
C 0.860 -1.603 1.707
C 1.264 -2.595 2.583
C 1.652 -0.292 1.483
O 2.764 -0.205 1.982
O 1.061 0.563 0.772
C -2.139 -2.906 0.021
O -2.827 -3.919 0.021
O -2.269 -1.888 -0.711
H 0.294 -5.488 3.466
H -1.229 -4.778 1.838
H 2.135 -2.458 3.202
S -2.008 2.057 -0.367
C -0.874 2.884 -1.411
C 0.104 2.189 -2.123
C 0.989 2.876 -2.931
C 0.916 4.257 -3.046
C -0.059 4.951 -2.345
C -0.947 4.270 -1.533
H 0.172 1.107 -2.000
H 1.755 2.337 -3.473
H 1.622 4.786 -3.671
H -0.123 6.026 -2.434
H -1.681 4.808 -0.953

The total charge is -1. The highest occupied orbital energy (spin up / spin down) is -4.51 / -4.51 eV.

Calculated atomic charges, method natural (NBO), unit e: 0.8780, -0.6597, 0.3512, -0.3140, 0.1284, -0.4775, 0.1379, -0.2852, 0.7436, -0.6640, -0.7180, 0.7441, -0.6674, -0.7241, 0.4814, 0.2394, 0.2522, -0.1774, -0.1499, -0.2340, -0.1992, -0.2570, -0.2070, -0.2479, 0.2189, 0.2034, 0.1981, 0.1985, 0.2070

=====

No. 6
Density functional theory data (ωB97M-V/def2-TZVPD) for 11 unconnected molecules or ions with the total composition C26H72Br3F6N6O12S2.

Atoms and positions in Å:
C -3.417 -2.389 -5.174
C -2.353 -1.382 -4.759
C -2.696 -0.181 -3.801
O -3.101 -0.600 -2.517
C -3.498 0.478 -1.655
N -1.262 -2.047 -3.939
H -0.627 -1.385 -3.516
H -1.573 -2.700 -3.235
H -0.670 -2.676 -4.462
H -3.067 -3.326 -5.608
H -4.164 -1.826 -5.733
H -3.866 -2.591 -4.202
H -1.921 -1.055 -5.705
H -3.594 0.316 -4.169
H -1.941 0.604 -3.753
H -4.519 0.856 -1.716
H -2.704 1.222 -1.722
H -3.468 0.100 -0.633
C 6.276 -6.166 0.326
C 4.767 -6.313 -0.142
C 3.629 -5.880 0.806
O 2.421 -5.966 0.017
C 1.279 -5.643 0.834
N 4.537 -5.449 -1.458
H 5.159 -5.629 -2.232
H 3.560 -5.561 -1.690
H 4.673 -4.482 -1.202
H 6.346 -5.456 1.150
H 7.035 -5.886 -0.405
H 6.644 -7.095 0.762
H 4.643 -7.354 -0.438
H 3.813 -4.826 1.015
H 3.481 -6.369 1.769
H 1.473 -4.728 1.394
H 1.024 -6.362 1.612
H 0.436 -5.279 0.246
C -1.987 8.600 -4.379
C -2.375 7.065 -4.414
C -1.252 6.132 -3.925
O -1.820 4.811 -3.687
C -0.955 3.697 -3.791
N -3.649 6.791 -3.646
H -3.673 7.147 -2.701
H -4.445 7.253 -4.061
H -3.719 5.824 -3.363
H -1.093 8.758 -4.981
H -1.545 8.864 -3.418
H -2.846 9.227 -4.618
H -2.546 6.690 -5.423
H -0.812 6.587 -3.038
H -0.493 6.030 -4.701
H -1.496 2.813 -3.453
H -0.024 3.812 -3.236
H -0.638 3.616 -4.831
C -3.833 -2.333 4.449
C -2.376 -2.805 3.998
C -2.362 -4.283 3.690
O -0.994 -4.690 3.348
C -0.283 -5.080 4.510
N -1.906 -2.062 2.750
H -2.118 -1.076 2.812
H -0.914 -2.074 2.560
H -2.230 -2.633 1.983
H -3.878 -2.942 5.351
H -4.693 -2.482 3.796
H -3.736 -1.277 4.699
H -1.669 -2.542 4.785
H -2.990 -4.458 2.817
H -2.826 -4.955 4.411
H 0.755 -5.165 4.188
H -0.562 -6.091 4.810
H -0.145 -4.433 5.377
C 0.763 2.182 -0.644
C 1.396 0.831 -0.193
C 0.305 -0.286 -0.098
O 0.833 -1.611 0.073
C 0.834 -2.616 -0.932
N 2.528 0.386 -1.142
H 3.396 0.883 -1.003
H 2.754 -0.585 -1.305
H 2.053 0.714 -1.970
H -0.016 2.090 -1.400
H 1.514 2.858 -1.053
H 0.210 2.617 0.188
H 1.977 0.909 0.726
H -0.263 -0.312 -1.028
H -0.336 -0.244 0.782
H 1.478 -3.389 -0.513
H 1.245 -2.369 -1.911
H -0.102 -3.140 -1.123
C 2.224 4.656 1.842
C 2.441 6.061 2.589
C 2.699 5.910 4.094
O 3.454 4.741 4.258
C 3.605 4.208 5.551
N 3.662 6.760 1.905
H 4.523 6.518 2.374
H 3.774 6.375 0.978
H 3.425 7.741 1.881
H 2.347 4.810 0.770
H 1.155 4.465 1.935
H 2.802 3.819 2.235
H 1.620 6.769 2.473
H 1.738 5.567 4.478
H 3.033 6.691 4.777
H 2.925 4.575 6.320
H 4.581 4.534 5.909
H 3.423 3.136 5.628
C -2.707 -6.104 -0.187
F -3.113 -6.218 1.066
F -1.387 -6.471 -0.142
F -3.430 -6.916 -0.862
S -2.890 -4.233 -0.818
O -2.256 -3.406 0.223
O -2.174 -4.313 -2.122
O -4.346 -3.966 -0.978
C -0.769 1.770 3.864
F 0.066 1.969 2.788
F -0.487 0.601 4.483
F -0.483 2.854 4.568
S -2.657 1.836 3.331
O -3.530 1.579 4.506
O -2.729 3.122 2.644
O -2.688 0.622 2.517
Br 1.191 0.623 -4.326
Br 4.631 3.111 -1.349
Br 5.135 -2.030 -1.395

The total charge is +1. The highest occupied orbital energy is -8.46 eV.

Mulliken atomic charge list, values in e, 99 entries: -1.3045, 0.0176, -0.2527, -0.1950, -0.5675, 0.3034, -0.1388, 0.0023, 0.4556, 0.3614, 0.3864, 0.3059, 0.3507, 0.5449, 0.0172, 0.3769, 0.1839, 0.0846, -1.3508, 0.2555, -0.6316, -0.3909, -1.0544, -0.0243, 0.3547, 0.3677, -0.1306, 0.3682, 0.3803, 0.3659, 0.3536, 0.3604, 0.4312, 0.4149, 0.5549, 0.2463, -1.3353, 0.2331, -0.7119, -0.3830, -0.6157, -0.2218, 0.3532, 0.3758, 0.3089, 0.3923, 0.3905, 0.3885, 0.2653, 0.3506, 0.4257, -0.0098, 0.3885, 0.3946, -1.4301, 0.4730, -0.8699, -0.0138, -0.9453, 0.7323, -0.0904, 0.3743, 0.0475, 0.4532, 0.2888, 0.3912, 0.3296, 0.2781, 0.4374, 0.2396, 0.3783, 0.3492, -0.6813, 0.3446, 0.4041, -0.3847, -0.0042, 0.4651, 0.1211, 0.0550, -0.1313, -0.0373, 0.3161, 0.3125, 0.0846, -0.2619, -0.1283, 0.0483, 0.3538, -0.1589, -1.1228, 0.0193, -0.7987, -0.3199, -0.8754, -0.2226, 0.3604, 0.3250, 0.3527

=====

No. 7
Density functional theory data (ωB97M-V/def2-TZVPD) for a molecular structure, C3H7NOS2.

Atoms and positions in Å:
C 1.375 -0.261 0.763
C -2.365 -0.704 0.678
C -0.967 -0.370 0.275
H 0.832 2.792 -0.175
H 0.956 0.083 -1.205
H 1.168 0.196 1.746
H -2.972 0.205 0.687
H -2.375 -1.098 1.700
H -2.813 -1.439 0.005
H -0.474 0.362 0.921
N 0.856 0.477 -0.277
O 1.991 -1.288 0.605
S -0.116 1.848 -0.068
S -0.165 -0.981 -0.986

The highest occupied orbital energy is -6.86 eV. Its energy above the lowest of the compared OMol25 structures with the same formula, charge and spin is 9.220 eV.

Calculated atomic charges, method natural (NBO), unit e: 0.4474, -0.6689, -0.4026, 0.1310, 0.4158, 0.1466, 0.2230, 0.2309, 0.2329, 0.1619, -0.8093, -0.5742, 0.2190, 0.2466

=====

No. 8
Density functional theory data (ωB97M-V/def2-TZVPD) for a molecular structure, C22H15F3N4NbS.

Atoms and positions in Å:
Nb 1.580 1.337 0.078
N 0.898 3.144 -3.880
C 1.126 2.363 -2.755
S 1.896 3.245 -1.403
N 0.707 1.120 -2.750
N 1.207 0.397 -1.702
C 1.785 -0.820 -1.709
C 1.500 -1.789 -2.821
C 0.470 -1.508 -3.736
C 0.454 -2.119 -5.022
C 1.382 -3.138 -5.270
C 2.326 -3.549 -4.317
C 2.398 -2.861 -3.117
C 2.305 -1.230 -0.445
C 2.256 -2.585 0.038
C 2.848 -2.814 1.313
C 3.464 -1.770 2.057
C 3.444 -0.495 1.572
N 2.891 -0.237 0.326
H 1.218 4.082 -3.850
H 0.192 2.858 -4.536
H -0.267 -0.713 -3.508
H -0.102 -1.708 -5.826
H 1.466 -3.565 -6.280
H 3.014 -4.383 -4.549
H 3.162 -3.081 -2.396
H 1.768 -3.406 -0.465
H 2.804 -3.772 1.798
H 3.934 -1.981 3.023
H 3.940 0.325 2.053
F -6.573 1.661 4.948
C -5.304 2.191 5.252
F -4.848 1.648 6.482
F -5.546 3.531 5.483
C -4.367 1.998 4.161
C -4.388 0.956 3.235
C -3.292 0.577 2.537
C -2.184 1.368 2.497
C -2.182 2.592 3.325
C -3.229 2.871 4.104
C -1.067 1.131 1.750
C 0.010 1.118 1.174
H -5.264 0.339 3.107
H -3.233 -0.255 1.858
H -1.338 3.212 3.358
H -3.263 3.714 4.807

The total charge is +3. The highest occupied orbital energy (spin up / spin down) is -17.73 / -17.73 eV.

Calculated atomic charges, method natural (NBO), unit e: 1.8855, -0.7039, 0.3430, -0.0170, -0.3610, -0.3630, 0.3275, -0.1398, -0.1021, -0.1960, -0.0569, -0.1914, -0.1420, 0.1351, -0.1399, -0.0419, -0.1747, 0.0699, -0.5826, 0.4325, 0.4453, 0.2517, 0.2588, 0.2621, 0.2702, 0.2233, 0.2882, 0.2778, 0.2938, 0.2585, -0.3003, 0.9484, -0.2926, -0.2929, 0.0469, -0.1825, -0.0630, -0.2176, -0.0855, -0.1757, 0.4168, -0.6471, 0.2760, 0.2411, 0.2362, 0.2812

=====

No. 9
Density functional theory data (ωB97M-V/def2-TZVPD) for 2 unconnected molecules or ions with the total composition C6H11IN2.

Atoms and positions in Å:
C -0.485 0.038 1.028
C -1.370 0.651 -0.040
C 0.956 1.350 -0.237
C 0.947 0.036 0.364
C -0.204 0.999 -1.184
C 1.415 -2.151 -0.788
N 0.849 -0.792 -0.708
N 0.249 -0.208 -1.670
I 4.211 0.166 0.127
H -0.396 0.763 1.884
H -0.710 -0.953 1.534
H -2.081 0.112 -0.488
H -1.819 1.639 0.313
H 0.778 2.296 0.297
H 1.903 1.546 -0.916
H 1.853 -0.322 0.923
H -0.509 1.723 -1.944
H 0.633 -2.809 -0.556
H 1.772 -2.410 -1.872
H 2.278 -2.239 -0.141

The highest occupied orbital energy is -7.03 eV. Its energy above the lowest of the compared OMol25 structures with the same formula, charge and spin is 2.985 eV.

Calculated atomic charges, method natural (NBO), unit e: -0.4253, -0.3742, -0.4135, -0.1666, -0.1205, -0.4356, 0.0340, -0.0015, -0.8941, 0.2425, 0.2390, 0.2138, 0.2366, 0.2499, 0.2894, 0.3200, 0.2428, 0.2200, 0.2627, 0.2807

=====

| no. | largest force on an atom (hartree/bohr) |
| --- | --- |
| 1 | 0.0219 |
| 2 | 0.0284 |
| 3 | 0.0416 |
| 4 | 0.0233 |
| 5 | 0.0740 |
| 6 | 0.0567 |
| 7 | 0.2082 |
| 8 | 0.1095 |
| 9 | 0.1062 |